{"formula": "CH4N2O2", "method": "ωB97M-V with the def2-TZVPD basis set", "homo_ev": -8.91, "spin_multiplicity": 1, "relative_energy_kcal_mol": 74.7, "total_charge": 0, "homo_lumo_gap_ev": 9.65, "elements": ["C", "N", "N", "O", "O", "H", "H", "H", "H"], "positions_angstrom": [[0.177, 0.592, 0.917], [-0.027, -1.120, -1.078], [0.270, 0.107, -0.875], [-0.094, -1.501, -2.247], [-0.993, 0.151, 1.372], [1.082, 0.099, 1.265], [0.222, 1.673, 0.869], [0.381, 0.814, -1.604], [-1.019, -0.816, 1.381]]}


{"formula": "C17H20N2OS", "method": "ωB97M-V with the def2-TZVPD basis set", "homo_ev": -8.13, "spin_multiplicity": 1, "relative_energy_kcal_mol": 99.4, "smiles": "O[C@@H](c1cnc2scc(C#CC3CC3)n12)C1CCCCC1", "total_charge": 0, "homo_lumo_gap_ev": 8.62, "elements": ["C", "C", "N", "O", "S", "C", "C", "C", "C", "C", "N", "C", "C", "C", "C", "C", "C", "C", "C", "C", "C", "H", "H", "H", "H", "H", "H", "H", "H", "H", "H", "H", "H", "H", "H", "H", "H", "H", "H", "H", "H"], "positions_angstrom": [[-0.205, -0.630, 2.243], [0.937, -0.999, 2.199], [-4.547, 0.244, 0.365], [-0.717, -1.902, -0.361], [-3.986, 0.461, 3.127], [-3.789, 0.156, 1.427], [-3.681, -0.073, -0.667], [-2.257, 0.097, 3.387], [-1.614, -0.268, 2.249], [-2.436, -0.384, -0.213], [-2.507, -0.221, 1.171], [-1.260, -0.765, -1.033], [1.461, 2.371, -2.560], [2.102, 1.241, -1.746], [0.098, 2.777, -1.958], [2.568, -2.760, 1.404], [2.908, -2.465, 2.856], [1.128, 0.040, -1.666], [-0.887, 1.550, -1.848], [2.328, -1.366, 1.987], [-0.262, 0.429, -1.086], [-0.480, -1.645, 0.533], [-3.973, -0.080, -1.731], [-1.779, 0.044, 4.348], [-1.573, -1.022, -2.056], [1.296, 2.059, -3.600], [2.067, 3.256, -2.570], [3.003, 0.902, -2.255], [2.330, 1.590, -0.752], [0.251, 3.243, -0.956], [-0.353, 3.529, -2.570], [1.710, -3.402, 1.163], [3.406, -2.913, 0.697], [2.245, -2.907, 3.595], [3.966, -2.449, 3.126], [0.937, -0.352, -2.667], [1.598, -0.709, -0.987], [-1.794, 1.908, -1.374], [-1.168, 1.190, -2.863], [3.016, -0.548, 1.715], [-0.087, 0.775, -0.074]]}


{"formula": "C8H11N4O2", "method": "ωB97M-V with the def2-TZVPD basis set", "homo_ev": [-12.29, -12.29], "spin_multiplicity": 1, "relative_energy_kcal_mol": 164.0, "smiles": "C[N+]1=CCC[C@@H]1c1nonc1/C=[NH+]/[O-]", "total_charge": 1, "homo_lumo_gap_ev": [7.65, 7.65], "elements": ["C", "C", "C", "C", "C", "C", "C", "C", "N", "N", "N", "N", "O", "O", "H", "H", "H", "H", "H", "H", "H", "H", "H", "H", "H"], "positions_angstrom": [[-1.861, 0.273, -0.089], [-0.813, 1.269, 0.259], [0.793, -0.158, 1.683], [1.667, -1.194, 0.920], [-1.672, -1.103, -0.170], [0.627, 0.978, 0.567], [2.048, -0.674, -0.362], [1.401, 1.262, -1.889], [-2.974, 0.949, -0.115], [-1.448, 2.382, 0.458], [-2.649, -1.900, -0.324], [1.446, 0.434, -0.627], [-2.569, -3.104, -0.085], [-2.702, 2.175, 0.220], [-0.080, -0.543, 1.985], [1.303, 0.307, 2.475], [2.498, -1.318, 1.636], [1.229, -2.132, 0.782], [-0.754, -1.356, 0.337], [1.157, 1.933, 0.896], [2.601, -1.325, -1.227], [1.694, 0.557, -2.645], [0.399, 1.779, -2.148], [2.146, 2.023, -1.828], [-3.487, -1.514, -0.708]]}


{"formula": "C30H28CrNO3", "method": "ωB97M-V with the def2-TZVPD basis set", "s2": 3.81, "homo_ev": [-12.64, -14.21], "spin_multiplicity": 4, "relative_energy_kcal_mol": 0.0, "total_charge": 2, "homo_lumo_gap_ev": [6.93, 5.60], "elements": ["O", "C", "Cr", "C", "O", "C", "O", "C", "C", "C", "C", "C", "C", "C", "C", "C", "C", "C", "C", "C", "C", "C", "C", "C", "C", "C", "C", "C", "H", "H", "H", "H", "H", "H", "H", "H", "H", "H", "H", "H", "H", "H", "H", "C", "C", "C", "C", "C", "C", "N", "H", "H", "H", "H", "H", "H", "H", "H", "H", "H", "H", "H", "H"], "positions_angstrom": [[5.073, 0.331, 4.739], [4.812, 0.284, 3.605], [4.265, -0.128, 1.819], [2.762, -0.862, 2.700], [1.932, -1.372, 3.341], [5.088, -1.786, 2.297], [5.491, -2.763, 2.784], [5.699, 0.895, 0.536], [4.848, 1.826, 1.149], [3.457, 1.680, 1.033], [2.897, 0.650, 0.242], [1.452, 0.489, 0.161], [0.316, 0.173, 0.517], [-0.984, -0.131, 0.937], [-1.293, -1.554, 1.109], [-0.373, -2.497, 0.564], [-0.499, -3.864, 0.803], [-1.554, -4.351, 1.583], [-2.501, -3.447, 2.081], [-2.412, -2.088, 1.786], [-1.798, 1.023, 1.327], [-1.364, 2.312, 0.901], [-2.072, 3.472, 1.216], [-3.246, 3.396, 1.969], [-3.683, 2.144, 2.418], [-2.961, 0.987, 2.128], [3.765, -0.351, -0.244], [5.157, -0.211, -0.136], [6.782, 1.014, 0.604], [5.254, 2.646, 1.745], [2.778, 2.362, 1.555], [0.462, -2.130, -0.036], [0.239, -4.550, 0.389], [-1.638, -5.415, 1.804], [-3.325, -3.803, 2.701], [-3.234, -1.449, 2.086], [-0.433, 2.401, 0.338], [-1.695, 4.436, 0.876], [-3.800, 4.301, 2.225], [-4.591, 2.063, 3.015], [-3.297, 0.059, 2.565], [3.329, -1.241, -0.709], [5.809, -0.981, -0.554], [-0.403, 1.440, -2.657], [-1.789, 0.833, -2.847], [-2.848, 1.820, -2.366], [-2.045, 0.392, -4.318], [-1.727, -1.106, -4.367], [-1.762, -1.597, -2.903], [-1.930, -0.408, -2.118], [-0.352, 2.421, -3.148], [-0.178, 1.567, -1.592], [0.370, 0.782, -3.081], [-2.798, 2.740, -2.959], [-3.838, 1.364, -2.478], [-2.698, 2.066, -1.309], [-3.112, 0.526, -4.517], [-1.471, 0.981, -5.036], [-2.468, -1.647, -4.961], [-0.733, -1.283, -4.793], [-2.610, -2.284, -2.744], [-0.847, -2.151, -2.633], [-1.675, -0.425, -1.142]]}


{"formula": "C2H7Br2N2", "method": "ωB97M-V with the def2-TZVPD basis set", "homo_ev": -13.82, "spin_multiplicity": 1, "relative_energy_kcal_mol": 41.0, "total_charge": 1, "homo_lumo_gap_ev": 8.06, "elements": ["C", "C", "N", "N", "Br", "Br", "H", "H", "H", "H", "H", "H", "H"], "positions_angstrom": [[0.539, 0.689, -0.338], [0.218, -0.788, -0.563], [-0.206, 1.697, -0.784], [-1.044, -1.145, -0.054], [2.122, 1.261, 0.304], [1.872, -2.030, 0.182], [-0.034, 0.417, 1.970], [0.479, -1.089, -1.601], [0.158, 2.637, -0.620], [-1.123, 1.729, -1.237], [-0.173, -0.384, 2.342], [-1.292, -1.109, 0.903], [-1.518, -1.887, -0.503]]}


{"formula": "C12H17N3O", "method": "ωB97M-V with the def2-TZVPD basis set", "homo_ev": -7.73, "spin_multiplicity": 1, "relative_energy_kcal_mol": 1.8, "smiles": "CCOCCCNc1nc2ccccc2[nH]1", "total_charge": 0, "homo_lumo_gap_ev": 8.42, "elements": ["C", "C", "O", "C", "C", "H", "H", "C", "N", "C", "N", "C", "C", "C", "C", "C", "C", "N", "H", "H", "H", "H", "H", "H", "H", "H", "H", "H", "H", "H", "H", "H", "H"], "positions_angstrom": [[-2.527, -3.569, -3.538], [-2.410, -3.275, -2.043], [-1.083, -3.339, -1.562], [-0.276, -2.209, -1.827], [-0.514, -1.051, -0.855], [0.136, -0.217, -1.116], [-1.550, -0.713, -0.913], [-0.210, -1.477, 0.581], [-0.538, -0.415, 1.514], [0.251, 0.692, 1.558], [1.140, 1.028, 0.665], [1.643, 2.238, 1.082], [2.613, 3.050, 0.513], [2.926, 4.230, 1.162], [2.298, 4.605, 2.346], [1.327, 3.809, 2.930], [1.012, 2.631, 2.286], [0.125, 1.613, 2.573], [-0.515, 1.578, 3.346], [0.839, 4.099, 3.850], [2.573, 5.536, 2.819], [3.678, 4.882, 0.741], [3.102, 2.761, -0.403], [-0.932, -0.702, 2.396], [-0.810, -2.352, 0.833], [0.853, -1.740, 0.654], [0.752, -2.566, -1.722], [-0.418, -1.860, -2.857], [-2.861, -2.299, -1.819], [-2.949, -4.041, -1.478], [-2.039, -2.797, -4.129], [-2.061, -4.524, -3.763], [-3.575, -3.609, -3.822]]}


{"formula": "C6H9FO", "method": "ωB97M-V with the def2-TZVPD basis set", "homo_ev": -9.57, "spin_multiplicity": 1, "relative_energy_kcal_mol": 25.1, "smiles": "C=C(F)[C@]1(C)O[C@@H]1C", "total_charge": 0, "homo_lumo_gap_ev": 10.58, "elements": ["C", "C", "C", "C", "C", "C", "H", "H", "H", "H", "H", "H", "H", "H", "H", "O", "F"], "positions_angstrom": [[-1.743, -1.036, -0.677], [-1.193, 0.309, -0.168], [0.183, 0.604, 0.113], [0.740, 1.975, 0.003], [1.221, -0.518, 0.009], [1.348, -1.573, 0.825], [-1.262, -1.877, -0.245], [-2.827, -1.087, -0.485], [-1.514, -1.100, -1.758], [-1.859, 1.151, -0.454], [-0.055, 2.693, 0.133], [1.467, 2.183, 0.843], [1.279, 2.109, -0.922], [0.512, -1.893, 1.455], [2.196, -2.219, 0.802], [-0.789, 0.446, 1.219], [2.296, -0.167, -0.693]]}


{"formula": "C6H10N4", "method": "ωB97M-V with the def2-TZVPD basis set", "homo_ev": [-7.26, -7.26], "spin_multiplicity": 1, "relative_energy_kcal_mol": 128.5, "smiles": "CC1=NC2=C(C)NN(C2)N1", "total_charge": 0, "homo_lumo_gap_ev": [8.15, 8.16], "elements": ["C", "C", "C", "C", "C", "C", "N", "N", "N", "N", "H", "H", "H", "H", "H", "H", "H", "H", "H", "H"], "positions_angstrom": [[-0.050, 0.440, -1.244], [0.407, 1.489, -0.434], [-0.918, -1.194, -0.017], [1.266, -0.576, -1.309], [-0.130, 2.792, -0.009], [-1.791, -2.148, 0.667], [-1.176, -0.368, -0.936], [1.674, 0.920, 0.195], [0.335, -0.930, 0.749], [1.580, -0.442, 0.091], [1.028, -1.532, -1.539], [2.057, 0.009, -1.828], [-0.723, 2.671, 0.877], [-0.794, 3.239, -0.756], [0.678, 3.465, 0.475], [-1.332, -3.157, 0.457], [-2.806, -2.223, 0.289], [-1.957, -2.052, 1.819], [1.999, 1.305, 1.070], [0.650, -1.709, 1.383]]}


{"formula": "C21H20CoN4O3", "method": "ωB97M-V with the def2-TZVPD basis set", "s2": 0.79, "homo_ev": [-7.31, -7.49], "spin_multiplicity": 2, "relative_energy_kcal_mol": 0.6, "total_charge": 0, "homo_lumo_gap_ev": [6.06, 6.19], "elements": ["Co", "C", "C", "C", "C", "C", "C", "N", "C", "C", "C", "C", "C", "C", "N", "N", "C", "C", "C", "C", "C", "N", "H", "H", "H", "H", "H", "H", "H", "H", "H", "H", "H", "H", "H", "C", "C", "C", "O", "C", "O", "O", "H", "H", "H", "H", "H", "H", "H"], "positions_angstrom": [[0.331, 0.229, -0.254], [-3.990, 0.292, -3.643], [-2.999, -0.663, -3.463], [-2.221, -0.656, -2.312], [-2.413, 0.311, -1.324], [-3.392, 1.284, -1.529], [-4.179, 1.265, -2.671], [-1.562, 0.315, -0.200], [-2.028, 0.323, 1.063], [-3.371, 0.428, 1.503], [-3.648, 0.399, 2.845], [-2.645, 0.257, 3.830], [-1.343, 0.109, 3.447], [-1.036, 0.132, 2.079], [0.203, -0.091, 1.535], [1.218, -0.396, 2.217], [2.305, -0.646, 1.366], [3.528, -1.020, 1.893], [4.548, -1.363, 1.026], [4.323, -1.328, -0.342], [3.083, -0.913, -0.792], [2.103, -0.568, 0.037], [-4.603, 0.284, -4.535], [-2.838, -1.426, -4.214], [-1.457, -1.411, -2.160], [-3.506, 2.077, -0.800], [-4.940, 2.023, -2.808], [-4.175, 0.522, 0.788], [-4.681, 0.489, 3.160], [-2.907, 0.257, 4.879], [-0.547, -0.030, 4.166], [3.647, -1.038, 2.968], [5.514, -1.664, 1.412], [5.092, -1.605, -1.048], [2.856, -0.839, -1.847], [2.372, 1.801, -3.403], [1.245, 1.998, -2.407], [0.223, 3.009, -2.901], [0.556, 0.719, -2.200], [1.761, 2.509, -1.031], [2.668, 3.327, -1.045], [1.116, 2.071, -0.019], [1.999, 1.812, -4.429], [2.877, 0.850, -3.229], [3.094, 2.604, -3.270], [-0.220, 2.680, -3.847], [0.721, 3.964, -3.067], [-0.565, 3.151, -2.160], [-0.282, 0.731, -2.683]]}


{"formula": "C2H4ErF3O4S", "method": "ωB97M-V with the def2-TZVPD basis set", "s2": 3.76, "homo_ev": [-18.78, -15.70], "spin_multiplicity": 4, "total_charge": 2, "homo_lumo_gap_ev": [8.62, 2.68], "elements": ["Er", "O", "S", "O", "O", "C", "F", "F", "F", "H", "O", "C", "H", "H", "H"], "positions_angstrom": [[2.103, 1.894, -2.276], [0.679, 0.619, -0.859], [-0.435, 0.264, -1.883], [0.141, 0.856, -3.145], [-1.794, 0.601, -1.537], [-0.392, -1.584, -2.148], [0.546, -2.119, -1.396], [-1.568, -2.081, -1.830], [-0.135, -1.815, -3.419], [0.676, 1.811, 2.250], [-0.154, 1.278, 2.313], [0.050, 0.273, 3.286], [0.512, -0.628, 2.851], [0.704, 0.628, 4.099], [-0.931, 0.001, 3.694]]}


{"formula": "CBrN3O", "method": "ωB97M-V with the def2-TZVPD basis set", "homo_ev": -9.86, "spin_multiplicity": 1, "relative_energy_kcal_mol": 0.0, "smiles": "[O-][N+]#CBr.N#N", "total_charge": 0, "homo_lumo_gap_ev": 9.50, "elements": ["C", "N", "N", "N", "O", "Br"], "positions_angstrom": [[-2.166, 0.889, -0.035], [1.075, -1.165, 0.092], [-1.058, 1.225, -0.214], [2.034, -1.691, -0.035], [0.059, 1.629, -0.195], [-3.436, -0.434, 0.014]]}


{"formula": "C4H4N2", "method": "ωB97M-V with the def2-TZVPD basis set", "homo_ev": -8.50, "spin_multiplicity": 1, "relative_energy_kcal_mol": 123.8, "total_charge": 0, "homo_lumo_gap_ev": 9.60, "elements": ["C", "C", "N", "N", "C", "C", "H", "H", "H", "H"], "positions_angstrom": [[-0.394, 1.094, -0.731], [2.015, -1.171, 0.089], [0.817, -1.273, 0.113], [-0.394, -1.404, -0.040], [-1.096, -0.133, -0.262], [-0.775, 1.097, 0.509], [0.106, 1.580, -1.555], [2.642, -1.036, 0.962], [-2.117, -0.362, -0.564], [-0.826, 1.584, 1.472]]}